C15H36Al2N5O10P as an isolated structure, computed with wB97M-V/def2-TZVPD.

HOMO in eV: -12.5014
Total charge: +2
HOMO-LUMO gap in eV: 1.20
Calculated total energy in Ha: -2444.44039

Each line ends with the natural charge from an NBO analysis.
Atoms and positions in Å:
Al 1.44766 8.90677 -19.81362  1.00
Al -2.49801 11.93550 -14.50303  1.00
O -2.56704 11.09906 -19.13171  -0.59
H -3.15377 11.58487 -19.74350  0.43
P 2.12457 10.46093 -15.24739  2.35
O 3.37791 9.92045 -16.00361  -0.84
O 1.50417 11.62451 -16.14513  -0.77
O 1.95828 10.74954 -13.74076  -0.85
O 0.99251 9.45016 -15.46836  -0.73
C 4.22912 5.53373 -11.32944  0.53
O 3.67467 4.46864 -11.43736  -0.57
N 5.24054 5.89569 -10.45367  -0.39
C 5.86824 7.20911 -10.46315  -0.41
C 5.61644 5.01475 -9.31996  -0.44
H 3.90320 6.40354 -11.92055  0.11
H 5.68321 7.73540 -11.39957  0.22
H 6.92584 6.96717 -10.35801  0.21
H 5.70838 7.77813 -9.54731  0.21
H 5.52271 5.32797 -8.28014  0.22
H 5.07104 4.07272 -9.37670  0.24
H 6.67464 4.78841 -9.45060  0.21
C -1.08653 8.51297 -8.83440  0.51
O -2.12503 9.10047 -9.29543  -0.60
N -1.11291 7.43479 -7.96909  -0.37
C 0.11294 6.85603 -7.44356  -0.41
C -2.30869 6.76677 -7.49912  -0.42
H -0.08819 8.94862 -8.99481  0.14
H 0.14127 5.84494 -7.84975  0.21
H 0.07457 6.89908 -6.35509  0.22
H 1.02944 7.32314 -7.80402  0.22
H -2.30760 5.70819 -7.75895  0.21
H -2.30436 6.89083 -6.41621  0.21
H -3.19627 7.27059 -7.88184  0.25
C 5.65248 15.50289 -15.00471  0.53
O 5.21635 16.61051 -15.03541  -0.50
N 6.86411 15.08010 -14.56399  -0.33
C 7.22026 13.65597 -14.73066  -0.43
C 7.91929 15.97213 -14.01395  -0.45
H 5.19535 14.64698 -15.52496  0.11
H 6.88308 13.05587 -13.88550  0.22
H 8.29348 13.46595 -14.74431  0.24
H 6.66680 13.14609 -15.51921  0.23
H 8.35603 16.74619 -14.64496  0.24
H 7.51973 16.55308 -13.18272  0.24
H 8.80176 15.46718 -13.62104  0.23
C -3.33938 5.61597 -13.09287  0.52
O -4.00208 6.62927 -13.32844  -0.57
N -3.84789 4.54268 -12.40647  -0.35
C -2.94330 3.46605 -12.02509  -0.43
C -5.10724 4.55796 -11.74546  -0.43
H -2.35712 5.39062 -13.53623  0.13
H -2.07820 3.36284 -12.68010  0.22
H -3.48331 2.52081 -11.97043  0.23
H -2.38054 3.70810 -11.12353  0.21
H -5.54563 5.51538 -11.46393  0.25
H -5.76535 4.11119 -12.49071  0.23
H -5.11745 3.82274 -10.94083  0.22
C 9.30357 6.95139 -15.93159  0.50
O 10.22277 7.80653 -16.09417  -0.58
N 9.50334 5.67280 -15.55931  -0.37
C 8.33740 4.95480 -15.11056  -0.41
C 10.83635 5.01026 -15.48431  -0.43
H 8.25518 7.28078 -15.99935  0.13
H 8.26466 4.01159 -15.65201  0.21
H 7.39243 5.43024 -15.37339  0.21
H 8.35315 4.84017 -14.02671  0.21
H 11.23812 4.71769 -14.51421  0.22
H 10.83921 4.10230 -16.08736  0.22
H 11.55310 5.71817 -15.90052  0.25